Entry 1:
Molecular formula: C2I2S2
Method: DFT, ωB97M-V/def2-TZVPD

Each line ends with the natural charge from an NBO analysis.
Positions of all 6 atoms, in Å:
C 0.86343 -0.37292 -1.23810  -0.508
C -0.92545 0.30118 1.25505  -0.454
S 1.24558 0.86288 -2.06696  0.243
S -1.18312 -0.83938 2.25322  0.238
I 1.29156 -2.34540 -1.29010  0.270
I -0.82228 2.39975 1.35754  0.210

Results
E_tot ... -1467.80865 Ha
Relative energy (zero: lowest compared OMol25 entry of this formula, charge and spin) ... 283.73 kJ/mol
Net charge ... 0
HOMO-LUMO gap (spin up / spin down) ... 0.246 / 0.252 Eh
HOMO energy (spin up / spin down) ... -7.76 / -7.85 eV


Entry 2:
Molecular formula: C2LiO4
Method: DFT, ωB97M-V/def2-TZVPD

Each line ends with the natural charge from an NBO analysis.
Positions of all 7 atoms, in Å:
O -2.04889 -0.73024 -2.01439  -0.668
C -2.70958 -0.66399 -2.93144  0.676
O 1.45859 1.21153 -0.00626  -0.156
C 2.04064 0.03569 0.08191  0.949
O 2.70370 -0.70935 -0.52504  -0.431
O 0.84094 -0.01260 0.68712  -0.348
Li -1.01198 -0.81636 -0.21145  0.978

Results
E_tot ... -384.34209 Ha
Net charge ... +1
HOMO-LUMO gap ... 0.412 Eh
HOMO energy ... -16.92 eV


Entry 3:
Molecular formula: C2MgNaO4
Method: DFT, ωB97M-V/def2-TZVPD

Each line ends with the natural charge from an NBO analysis.
Positions of all 8 atoms, in Å:
O 0.60045 -1.16675 -0.04053  -0.932
C -0.20014 -0.36679 -0.64172  0.643
O -1.36479 -0.72140 -0.88145  -0.758
Na -2.00592 -1.58026 1.27346  0.976
Mg 2.46773 -0.31039 0.18531  0.968
O -0.87042 1.66568 0.37921  -0.647
O 1.30748 1.34516 -0.04835  -0.929
C 0.06561 1.13475 -0.22593  0.680

Results
E_tot ... -739.62323 Ha
Spin multiplicity ... 2
Net charge ... 0
⟨S²⟩ ... 0.75
HOMO-LUMO gap (spin up / spin down) ... 0.169 / 0.268 Eh
HOMO energy (spin up / spin down) ... -6.07 / -8.80 eV


Entry 4:
Molecular formula: C2N2O12Zr2
Method: DFT, ωB97M-V/def2-TZVPD

Each line ends with the Löwdin charge.
Positions of all 18 atoms, in Å:
Zr -1.72738 0.54865 -0.30164  2.361
Zr 2.68859 -2.44380 2.01409  2.089
C 3.71014 -0.58921 -0.29336  -0.829
O 3.82171 0.36148 0.51677  0.230
O 3.49867 -1.74476 0.25907  -0.144
O 3.66337 -0.26216 -1.46553  0.298
C 0.28604 -0.32403 1.25307  -0.661
O 1.16457 -1.09657 1.73621  -0.130
O 0.33508 0.33648 0.16433  -0.102
O -0.99007 -0.33640 1.48079  -0.106
N 0.04671 0.59436 -3.38599  -0.549
O -0.57875 1.13366 -4.26475  0.124
O -0.49820 0.40180 -2.24590  -0.226
O 1.26567 0.48464 -3.44822  0.105
N -4.20092 0.77919 2.01020  -0.487
O -5.29066 1.25439 2.15657  0.182
O -3.40490 0.90648 0.94696  -0.246
O -3.78968 -0.00419 2.86731  0.091

Results
E_tot ... -1181.58437 Ha
Relative energy (zero: lowest compared OMol25 entry of this formula, charge and spin) ... 0.00 kJ/mol
Net charge ... +2
HOMO-LUMO gap ... 0.141 Eh
HOMO energy ... -15.73 eV


Entry 5:
Molecular formula: C2N2OS
Method: DFT, ωB97M-V/def2-TZVPD

Each line ends with the natural charge from an NBO analysis.
Positions of all 6 atoms, in Å:
O -1.21857 -0.41900 2.31240  -0.439
C -0.70068 -0.09962 1.34025  0.931
N -0.14820 0.46453 0.43328  -0.582
C 0.39641 0.27040 -0.76944  0.212
N 1.02017 0.96378 -1.55005  -0.199
S 0.65087 -1.18010 -1.76645  0.078

Results
E_tot ... -659.06847 Ha
SMILES string ... O=C=NC1=NS1
Relative energy (zero: lowest compared OMol25 entry of this formula, charge and spin) ... 21.60 kJ/mol
Net charge ... 0
HOMO-LUMO gap ... 0.295 Eh
HOMO energy ... -9.56 eV


Entry 6:
Molecular formula: C2N5
Method: DFT, ωB97M-V/def2-TZVPD

Each line ends with the natural charge from an NBO analysis.
Positions of all 7 atoms, in Å:
C -3.08088 0.31787 0.07387  -0.063
C 0.53958 0.43420 0.14102  0.651
N -4.15792 -0.02566 -0.18530  -0.669
N 0.62467 -0.88070 0.23311  -0.358
N 1.65718 1.09888 -0.10702  -0.392
N 1.90367 -1.05722 0.02222  -0.085
N 2.51369 0.11263 -0.17790  -0.085

Results
E_tot ... -349.79175 Ha
Relative energy (zero: lowest compared OMol25 entry of this formula, charge and spin) ... 610.83 kJ/mol
Net charge ... -1
HOMO-LUMO gap (spin up / spin down) ... 0.189 / 0.190 Eh
HOMO energy (spin up / spin down) ... -5.70 / -5.73 eV